Record 1
The following is a DFT calculation (wB97M-V/def2-TZVPD) of one molecule with the formula C5H8O in a non-equilibrium geometry.

energy	-270.39664	Eh
orbital gap	9.70	eV
charge	0
energy relative to the best compared isomer or geometry (same formula, charge and spin)	423.4	kJ/mol

Cartesian coordinates (Å):
O -2.22 -0.67 -0.18
C 1.36 -1.02 -0.28
C 0.20 -0.24 0.30
C -0.53 1.78 0.00
C -1.04 -0.12 -0.64
C 0.41 1.21 0.64
H -0.95 2.82 0.17
H -2.34 -0.25 0.68
H -0.81 -0.40 -1.59
H 1.93 -1.66 0.30
H 0.98 -1.79 -0.96
H 2.06 -0.35 -0.77
H -0.32 -0.87 1.11
H 1.26 1.57 1.22

These are the Löwdin partial charges, in e, on atoms 1 to 8:
1 O -0.01
2 C -0.07
3 C -0.37
4 C 0.04
5 C -0.16
6 C -0.18
7 H 0.07
8 H 0.11


Record 2
The following is a DFT calculation (wB97M-V/def2-TZVPD) of C24H36NO2P2Pr as an isolated structure in a non-equilibrium geometry.

energy	-2340.93240	Eh
orbital gap (spin up / spin down)	5.97 / 5.96	eV
charge	0
multiplicity	3

Cartesian coordinates (Å):
Pr -0.09 -0.09 -0.14
P -2.26 0.19 -1.91
P 2.52 0.64 0.57
O 0.46 -1.76 -3.87
O -0.61 0.48 -5.02
N 0.07 2.23 -1.03
C 1.22 -4.65 -0.65
C 0.99 3.03 -0.42
C -0.42 1.20 4.18
C -1.68 1.75 -2.77
C 1.23 -3.25 -0.84
C 2.85 -0.02 2.22
C -0.22 -1.47 4.99
C 0.06 -0.44 5.90
C 0.20 4.90 -1.71
C -0.86 -4.45 0.60
C 0.18 -5.25 0.08
C -0.73 2.70 -2.02
C 0.17 -2.50 -0.39
C 4.02 0.60 -0.45
C 1.92 2.46 0.67
C -0.68 4.04 -2.38
C 1.04 4.39 -0.73
C -0.02 0.90 5.48
C -1.42 0.52 2.01
C -3.65 0.64 -0.83
C -0.64 -1.17 3.70
C -2.81 -1.15 -3.00
C -0.86 0.18 3.28
C -0.86 -3.05 0.36
H 2.99 -1.11 2.08
H -1.19 1.41 -3.75
H 0.16 -6.32 0.23
H -2.58 2.32 -3.05
H -3.70 -0.94 -3.60
H -1.70 -2.46 0.79
H -3.38 1.48 -0.17
H 3.77 0.37 2.68
H 4.93 1.03 -0.02
H 0.25 1.69 6.18
H 3.81 1.09 -1.41
H -3.83 -0.25 -0.19
H 0.80 -1.14 -3.12
H 1.76 5.03 -0.23
H 2.00 0.12 2.91
H -1.48 1.59 1.78
H -1.66 -4.91 1.18
H 4.21 -0.47 -0.64
H 0.22 5.96 -1.96
H 0.35 -0.67 6.92
H -0.80 -1.99 2.97
H -0.40 2.25 3.84
H -0.23 -0.38 -4.68
H -2.28 -0.08 1.65
H 0.10 0.90 -5.56
H -0.10 -2.51 5.31
H -1.98 -1.46 -3.66
H -1.36 4.43 -3.14
H -3.03 -2.00 -2.32
H 0.98 -0.45 -2.00
H 2.02 -5.27 -1.05
H -4.59 0.88 -1.35
H 0.40 -2.63 -3.45
H 1.45 2.61 1.67
H 2.86 3.03 0.67
H 2.09 -2.79 -1.36

These are the Löwdin partial charges, in e, on atoms 1 to 8:
1 Pr 0.62
2 P 0.82
3 P 0.80
4 O -0.19
5 O -0.11
6 N 0.00
7 C -0.09
8 C -0.28


Record 3
The following is a DFT calculation (wB97M-V/def2-TZVPD) of one molecule with the formula C3H4N2 in a non-equilibrium geometry.

energy	-226.20383	Eh
orbital gap	9.96	eV
charge	0
energy relative to the best compared isomer or geometry (same formula, charge and spin)	56.1	kJ/mol

Cartesian coordinates (Å):
N -0.65 -0.17 -0.79
N -0.16 0.18 1.44
C 1.01 0.36 0.64
C 0.76 0.23 -0.71
C -1.09 -0.13 0.53
H -2.07 -0.54 0.72
H 1.85 0.54 1.20
H -1.19 -0.60 -1.54
H 1.53 0.14 -1.49

These are the Löwdin partial charges, in e, on atoms 1 to 8:
1 N 0.03
2 N 0.04
3 C -0.16
4 C -0.09
5 C -0.23
6 H 0.11
7 H 0.06
8 H 0.14


Record 4
The following is a DFT calculation (wB97M-V/def2-TZVPD) of a 2-piece molecular cluster, C5H11IN overall in a non-equilibrium geometry.

energy	-549.18799	Eh
orbital gap (spin up / spin down)	7.77 / 7.77	eV
charge	+1
energy relative to the best compared isomer or geometry (same formula, charge and spin)	300.6	kJ/mol

Cartesian coordinates (Å):
I 3.51 -0.09 -0.44
N 0.09 -0.05 -0.84
C -0.66 -0.86 0.10
C 2.02 0.90 0.44
C 1.55 1.80 1.22
C -0.59 1.11 -1.34
C 0.05 -2.16 0.43
H -0.55 -2.74 1.13
H 0.54 -0.60 -1.56
H -0.87 1.76 -0.51
H 2.21 2.40 1.84
H 0.50 2.03 1.34
H 0.04 1.66 -2.03
H 0.19 -2.76 -0.47
H 1.02 -1.97 0.88
H -1.52 0.84 -1.86
H -1.66 -1.09 -0.32
H -0.83 -0.27 1.00

These are the Löwdin partial charges, in e, on atoms 1 to 8:
1 I 1.11
2 N -0.12
3 C -0.27
4 C -0.61
5 C -0.02
6 C -0.09
7 C -0.07
8 H 0.09


Record 5
The following is a DFT calculation (wB97M-V/def2-TZVPD) of an isolated ion of composition C4H11N2O and charge -1 in a non-equilibrium geometry.

energy	-343.72951	Eh
orbital gap	6.70	eV
charge	-1
energy relative to the best compared isomer or geometry (same formula, charge and spin)	109.4	kJ/mol

Cartesian coordinates (Å):
O -1.72 2.17 -0.66
N 0.71 1.39 0.12
N 1.22 -1.85 1.68
C 0.10 -1.07 -0.50
C -1.46 0.87 -0.86
C -0.28 0.31 0.07
C 1.30 -1.69 0.19
H -0.80 -1.70 -0.48
H 0.08 2.20 -0.03
H 1.56 -2.68 -0.24
H -0.76 -0.02 1.00
H -2.31 0.15 -0.63
H 1.35 -0.86 1.90
H 1.31 1.22 -0.68
H 2.18 -1.12 -0.07
H 0.28 -2.10 1.96
H 0.41 -0.83 -1.55
H -0.98 0.72 -1.87

These are the Löwdin partial charges, in e, on atoms 1 to 8:
1 O -0.36
2 N 0.02
3 N -0.02
4 C -0.22
5 C -0.50
6 C -0.45
7 C -0.32
8 H 0.11


Record 6
The following is a DFT calculation (wB97M-V/def2-TZVPD) of an isolated ion of composition C2H6N2O and charge +1.

energy	-264.18413	Eh
orbital gap (spin up / spin down)	11.85 / 5.62	eV
charge	+1
energy relative to the best compared isomer or geometry (same formula, charge and spin)	144.3	kJ/mol
multiplicity	2

Cartesian coordinates (Å):
O 1.63 1.52 0.15
N -0.41 -1.29 -0.20
N -0.43 1.02 1.20
C 0.27 -0.18 -0.81
C 0.63 0.91 0.23
H -0.78 0.12 1.50
H -1.17 1.70 1.06
H 1.13 -0.42 -1.42
H -0.46 0.34 -1.46
H -0.43 -2.06 -0.87
H 0.01 -1.67 0.64

These are the Löwdin partial charges, in e, on atoms 1 to 8:
1 O 0.28
2 N 0.10
3 N 0.31
4 C -0.13
5 C -0.37
6 H 0.12
7 H 0.16
8 H 0.14


Record 7
The following is a DFT calculation (wB97M-V/def2-TZVPD) of a 2-piece molecular cluster, C5H14 overall in a non-equilibrium geometry.

energy	-198.45571	Eh
orbital gap (spin up / spin down)	11.77 / 3.94	eV
charge	+1
energy relative to the best compared isomer or geometry (same formula, charge and spin)	82.1	kJ/mol
multiplicity	2

Cartesian coordinates (Å):
C -1.01 2.53 -1.08
C -0.20 -1.58 1.53
C -1.70 1.32 -1.70
C 2.18 -1.60 0.73
C 0.83 -0.89 0.70
H 0.23 -2.10 2.39
H -1.55 3.28 -0.52
H -0.14 2.10 -0.57
H 2.54 -1.00 1.63
H 2.02 -2.64 1.00
H -1.10 -1.00 1.69
H -2.78 1.36 -1.68
H 2.93 -1.45 -0.04
H -1.44 1.19 -2.75
H 0.46 -0.69 -0.36
H -1.45 0.41 -1.13
H 1.06 0.15 1.05
H -0.42 3.10 -1.83
H -0.47 -2.47 0.92

These are the Löwdin partial charges, in e, on atoms 1 to 8:
1 C -0.14
2 C -0.03
3 C -0.14
4 C 0.00
5 C -0.22
6 H 0.13
7 H 0.07
8 H 0.04


Record 8
The following is a DFT calculation (wB97M-V/def2-TZVPD) of an isolated ion of composition C11H15ClNO3 and charge +1 in a non-equilibrium geometry.

energy	-1168.43352	Eh
orbital gap	7.45	eV
charge	+1
energy relative to the best compared isomer or geometry (same formula, charge and spin)	459.1	kJ/mol

Cartesian coordinates (Å):
Cl 2.14 5.15 -1.18
O 2.20 5.16 0.51
O -2.22 -1.61 2.09
O 2.48 3.81 2.23
N 1.19 0.05 -0.99
C 2.74 1.37 0.39
C -1.59 -1.10 0.93
C 0.87 -1.28 -1.62
C 2.38 0.12 -0.28
C 0.33 1.11 -1.12
C -0.65 -1.68 -1.49
C 0.62 2.40 -0.47
C 1.87 2.57 0.33
C -3.50 -2.19 1.80
C -1.04 -2.22 -0.04
C 2.22 3.89 1.07
H -0.20 -2.82 0.40
H -0.07 3.28 -0.55
H -0.81 -2.55 -2.20
H -0.61 1.07 -1.71
H 3.69 1.44 0.98
H -4.21 -2.07 2.67
H -4.00 -1.75 0.88
H 3.08 -0.76 -0.21
H -0.70 -0.50 1.29
H -1.38 -0.87 -1.76
H -2.24 -0.35 0.38
H -1.87 -2.97 -0.22
H -3.37 -3.30 1.65
H 1.45 -2.07 -1.06
H 1.23 -1.33 -2.69

These are the Löwdin partial charges, in e, on atoms 1 to 8:
1 Cl 0.76
2 O -0.41
3 O -0.19
4 O 0.18
5 N -0.06
6 C 0.08
7 C -0.26
8 C -0.11


Record 9
The following is a DFT calculation (wB97M-V/def2-TZVPD) of an isolated ion of composition C11H13N4 and charge +1 in a non-equilibrium geometry.

energy	-645.66022	Eh
orbital gap	6.18	eV
charge	+1
energy relative to the best compared isomer or geometry (same formula, charge and spin)	33.2	kJ/mol

Cartesian coordinates (Å):
N 0.67 -1.59 1.37
N 0.01 0.27 -1.39
N 1.51 -2.51 -0.59
N -1.45 0.24 1.83
C -0.99 0.50 -0.47
C 0.83 -0.25 0.95
C 1.28 -0.05 -0.62
C 1.77 0.48 1.86
C 1.92 -1.38 -1.03
C -2.63 0.66 1.65
C -2.26 1.12 -0.69
C -0.62 0.19 0.82
C -3.11 1.23 0.35
C 0.19 0.81 -2.80
C 0.85 -2.63 0.60
H 0.58 -3.55 0.81
H 2.65 -1.32 -1.84
H 2.03 0.79 -0.77
H 1.18 1.13 -2.73
H 2.02 1.46 1.47
H -4.15 1.50 0.36
H 0.12 -1.48 2.20
H 2.70 -0.04 1.78
H -0.55 1.59 -3.09
H -3.39 0.65 2.47
H 0.07 0.08 -3.69
H 1.38 0.62 2.85
H -2.60 1.49 -1.66

These are the Löwdin partial charges, in e, on atoms 1 to 8:
1 N 0.19
2 N -0.06
3 N 0.15
4 N 0.10
5 C -0.15
6 C -0.35
7 C -0.11
8 C 0.02


Record 10
The following is a DFT calculation (wB97M-V/def2-TZVPD) of one molecule with the formula C24H29N7O5 in a non-equilibrium geometry.

energy	-1691.51362	Eh
orbital gap	8.49	eV
charge	0
energy relative to the best compared isomer or geometry (same formula, charge and spin)	0.0	kJ/mol

Cartesian coordinates (Å):
O 3.02 -2.57 5.98
O 0.12 3.40 -1.29
O -0.11 4.10 -3.42
O 4.79 -3.93 5.56
O -6.05 -0.27 0.75
N -1.19 1.14 -3.34
N -3.37 0.55 0.60
N 1.59 2.74 -2.88
N -1.39 -0.56 0.83
N 0.33 -0.71 -0.79
N -0.16 0.45 -2.83
N 3.38 -3.54 3.92
C 1.17 1.21 -4.74
C -1.74 0.51 -1.25
C -1.22 4.87 -3.02
C 3.65 -3.27 5.23
C 0.65 -1.69 1.34
C 2.55 -3.13 1.72
C -5.04 -1.00 1.42
C 0.49 3.39 -2.44
C 1.85 2.51 -4.28
C -2.13 1.19 -2.43
C 2.27 0.39 -2.64
C 1.06 0.22 -3.57
C -5.56 0.36 -0.41
C 1.38 -2.16 3.59
C 2.24 1.78 -2.00
C -0.20 -0.95 0.40
C -2.19 0.17 0.05
C -3.86 -0.10 1.80
C 1.68 -2.50 0.85
C -4.40 1.30 -0.06
C 2.42 -2.94 3.09
C 0.50 -1.55 2.71
C 5.26 -3.76 6.89
C -0.45 0.03 -1.58
H 2.25 -0.36 -1.85
H 5.25 -4.72 7.39
H 1.48 3.36 -4.86
H -0.29 -0.93 3.09
H 1.78 -2.63 -0.22
H -4.20 0.67 2.50
H 4.62 -3.05 7.42
H 1.28 -2.02 4.65
H -1.85 4.29 -2.33
H -5.22 -0.40 -1.13
H -0.90 5.78 -2.52
H -1.77 5.11 -3.93
H 3.18 0.25 -3.24
H 6.28 -3.38 6.84
H 1.04 -0.81 -3.95
H -6.40 0.91 -0.83
H 0.16 1.42 -5.09
H -4.77 2.06 0.64
H 4.06 -4.12 3.46
H 1.74 0.75 -5.55
H -3.05 -0.68 2.24
H -4.02 1.79 -0.95
H -4.68 -1.81 0.77
H 2.93 2.44 -4.41
H -3.04 1.70 -2.68
H 1.69 1.77 -1.06
H 3.34 -3.75 1.33
H 3.26 2.13 -1.79
H -5.51 -1.43 2.30

These are the Löwdin partial charges, in e, on atoms 1 to 8:
1 O 0.10
2 O 0.09
3 O -0.05
4 O -0.04
5 O -0.13
6 N 0.11
7 N -0.06
8 N -0.04


Record 11
The following is a DFT calculation (wB97M-V/def2-TZVPD) of one molecule with the formula C4H9N3O in a non-equilibrium geometry.

energy	-397.22090	Eh
orbital gap	9.48	eV
charge	0
energy relative to the best compared isomer or geometry (same formula, charge and spin)	340.6	kJ/mol

Cartesian coordinates (Å):
O -1.50 1.60 -0.71
N 1.13 1.27 0.16
N 0.59 -0.79 -0.94
N -1.70 -0.69 0.75
C -0.63 1.51 0.32
C -0.59 0.17 0.99
C 1.20 -1.86 -1.20
C 0.84 -0.12 0.32
H -0.45 2.42 0.89
H 1.82 1.44 -0.57
H 1.92 -2.33 -0.52
H -1.40 2.45 -1.15
H -0.42 0.27 2.07
H -1.92 -0.71 -0.24
H 1.08 -2.31 -2.18
H 1.52 -0.69 0.97
H -1.49 -1.64 1.04

These are the Löwdin partial charges, in e, on atoms 1 to 8:
1 O 0.04
2 N 0.04
3 N 0.01
4 N 0.06
5 C -0.23
6 C -0.31
7 C -0.05
8 C -0.42


Record 12
The following is a DFT calculation (wB97M-V/def2-TZVPD) of one molecule with the formula C15H10Cl2N2OS.

energy	-2080.96887	Eh
orbital gap	8.43	eV
charge	0
energy relative to the best compared isomer or geometry (same formula, charge and spin)	0.0	kJ/mol

Cartesian coordinates (Å):
Cl -1.46 1.21 -6.06
Cl -2.17 -2.38 0.02
S 0.40 0.86 -0.92
O -0.45 -1.47 2.16
N 1.05 0.25 1.92
N 1.21 -0.53 4.12
C 2.76 0.44 5.64
C -0.32 -0.39 0.08
C -1.43 -0.65 -1.97
C 0.07 -0.61 1.49
C -1.43 0.51 -4.49
C -0.57 1.01 -3.54
C -1.26 -1.09 -0.62
C 2.63 1.25 3.41
C 1.77 -0.46 5.31
C -2.29 -0.56 -4.20
C 1.63 0.30 3.18
C 4.29 2.31 4.97
C -2.29 -1.14 -2.96
C 3.21 1.32 4.66
C -0.58 0.42 -2.28
H 4.49 2.96 4.11
H -2.95 -0.92 -4.98
H 1.41 0.92 1.26
H 3.19 0.45 6.63
H 0.09 1.84 -3.76
H 5.21 1.79 5.23
H -2.95 -1.96 -2.72
H 2.94 1.92 2.61
H 1.38 -1.17 6.03
H 4.01 2.93 5.82

These are the Löwdin partial charges, in e, on atoms 1 to 8:
1 Cl 0.69
2 Cl 0.79
3 S 1.10
4 O 0.07
5 N 0.12
6 N 0.14
7 C -0.04
8 C -0.41